No. 1
C29H57Br2F8N15O14 | ωB97M-V with the def2-TZVPD basis set

Positions of all 125 atoms, in Å:
Br -2.4014 2.9242 -0.3572
Br -3.2088 1.1729 2.6679
F 5.3718 1.0050 1.8696
F 4.1544 -1.4439 -1.8804
F 5.4146 2.0325 -0.0657
F 5.6857 0.0985 -1.9481
F 3.1847 0.2071 -3.4497
F 5.5535 -0.9365 0.3514
F 3.3994 -0.7439 0.5618
F 4.0522 1.9585 -2.4955
O -3.6723 1.8346 -4.0667
O 1.4447 -0.1741 -1.4112
O -5.1415 -0.0780 0.5033
O 0.3425 -2.2815 3.9012
O -2.4643 -3.3390 -1.2692
O 3.4785 1.4249 5.8204
O 2.3331 1.5400 9.2357
O -1.7555 1.3537 -2.9822
O -1.7054 -3.6347 -4.1400
O -2.6096 -4.8104 0.2563
O 0.2463 -2.8975 -3.3685
O -1.0276 -1.1167 -6.1301
O -0.5576 4.4098 -5.7080
O 8.4345 -4.8814 -1.9855
N 2.4213 3.2489 6.6400
N -4.5670 0.0798 -1.7071
N 1.2910 3.5518 -6.6999
N -3.2588 -4.2340 -0.5173
N 8.9664 -3.0171 -0.8068
N 1.1518 -2.2740 6.0230
N 3.7115 0.7162 10.8352
N -0.3439 -0.2038 -8.0799
N 2.3218 -1.2519 4.3222
N 0.5199 -2.2276 -7.3521
N 0.0568 2.2675 -5.2292
N 6.8175 -3.3388 -1.5875
N -1.9019 -0.5020 -1.1065
N 4.5239 1.2173 8.7287
N 1.2405 1.3263 6.1679
C 4.4361 -0.1813 -1.5216
C -2.9562 1.1632 -3.3363
C -2.8763 -0.2587 0.0675
C 3.4516 1.1871 9.5736
C 4.6930 1.2155 0.7192
C -1.5194 -0.9585 2.1892
C -5.0318 2.8277 -1.3202
C -0.6155 -1.1602 -0.7429
C -3.3050 -2.4271 -2.0043
C -5.6469 4.0877 -0.6913
C 0.4572 -0.1356 -0.3836
C -4.1811 2.0789 -0.2760
C 1.2163 -1.9608 4.6920
C -6.6446 1.3034 1.9249
C 8.0938 -3.8206 -1.4953
C 2.4352 1.9680 6.1890
C -3.6087 -0.1187 -2.7552
C -2.1291 0.1933 1.3583
C -4.1872 0.4999 -0.3789
C 0.1987 3.4691 -5.8560
C 2.1177 1.0437 -1.5639
C -0.3273 -1.1811 -7.1312
C 4.4898 -0.1584 0.0326
C -0.9039 -2.6712 -3.6153
C -1.5535 -1.3209 -3.4587
C 3.4403 0.7853 -2.2485
C -6.4254 0.5153 0.6391
C -2.5559 -1.1369 -2.2879
C -2.5285 -2.0251 2.6387
H -4.1184 -0.6174 -3.5809
H 4.3648 1.5008 7.7736
H -0.7419 -0.6126 -3.3533
H -0.9497 0.5814 -7.9168
H -2.0144 -1.1210 -4.4193
H 2.2858 1.5838 -0.6266
H 1.8578 -2.0156 6.6875
H -0.6421 -1.3855 1.7319
H 0.5497 -2.9495 -6.6553
H 6.1500 -3.8970 -2.0847
H -0.7717 -1.9208 0.0085
H -0.7253 2.1276 -4.5976
H -4.5290 2.3922 0.6992
H 3.2943 3.7403 6.6597
H -4.2128 -2.2593 -1.4283
H 1.9384 2.8007 -6.8403
H -6.1260 3.8764 0.2648
H 6.5251 -2.4680 -1.1878
H -3.5366 -1.7757 2.3028
H -5.5247 0.2286 -1.9580
H 0.6981 1.5104 -5.3715
H -6.1675 0.7783 2.7482
H -4.8554 4.8131 -0.4944
H 4.6178 0.4170 11.1386
H -1.3419 0.8992 1.1388
H 5.4418 0.9225 9.0006
H 3.0460 -0.9664 4.9601
H -6.7359 1.1002 -0.2286
H 1.5526 1.7172 -2.2194
H 1.4342 4.4201 -7.1781
H -3.2354 -1.2573 0.3137
H -1.1363 -0.4678 3.0814
H -1.4805 -4.4600 -3.6857
H 0.3794 1.7407 6.4676
H 3.7454 1.6789 0.9971
H -2.5490 -2.1152 3.7193
H 1.1072 -2.3027 -8.1601
H -5.8398 2.2202 -1.7140
H 0.9357 -0.3548 0.5722
H 9.9114 -3.3380 -0.7197
H -4.3913 3.1714 -2.1270
H -7.7163 1.3214 2.1303
H -0.2098 -1.7061 -1.5902
H 2.9434 0.6792 11.4776
H 1.5952 3.7114 6.9661
H -2.2798 -2.9947 2.2100
H 8.7054 -2.1408 -0.3973
H -3.6114 -2.8561 -2.9559
H 0.0257 0.8693 -0.3717
H 0.3526 -2.7926 6.3353
H -1.6230 0.4435 -1.4735
H -6.3156 2.3374 1.8686
H -7.1253 -0.3222 0.6791
H 1.2409 0.3807 5.8366
H 2.4050 -1.0015 3.3552
H -6.3491 4.5574 -1.3759
H 0.2160 -0.2284 -8.9101

Values from the calculation:
E_LUMO ... -0.0086 Eh
Structure (SMILES) ... CCO[C@]1([C@@H](Br)CC)N[C@@H](C(=O)[O-])[C@@](CON=O)(CC(=O)O)[N@H+](CCOCC(F)(F)C(F)(F)C(F)(F)C(F)F)[C@H]1[C@@H](Br)CC.NC(N)=O.NC(N)=O.NC(N)=O.NC(N)=O.NC(N)=O.NC(N)=O
Spin multiplicity ... 1
Total charge ... 0



No. 2
C29H57BrN3O16P2S5 | ωB97M-V with the def2-TZVPD basis set

Positions of all 113 atoms, in Å:
Br -2.0319 -1.4769 0.8331
S 6.1680 1.6952 -2.6278
S -5.9840 0.3811 1.7702
S 3.2443 1.3522 -9.8950
S 4.7807 -0.0961 4.7394
S -10.7002 0.8285 5.5336
P 0.9088 -1.3591 2.5269
P 1.9519 -1.2802 -3.0641
O 3.3989 -1.3933 -2.7792
O -10.2889 -0.4457 4.9924
O -3.1734 -0.9811 -3.1349
O 3.6872 -1.0365 4.6353
O 4.7559 1.1703 4.0426
O 3.7548 2.6961 -9.9801
O -6.1342 1.7729 1.4320
O 5.1520 2.1265 -1.6898
O 1.8408 -0.2930 -4.3644
O -5.0149 -0.0701 2.7450
O -11.8937 1.4993 5.0888
O 2.4956 -1.2455 3.0282
O 3.2086 0.4744 -11.0363
O 1.4386 -2.7901 -3.4059
O -0.8246 0.5990 -3.9860
O 6.1043 2.0295 -4.0273
N 1.5983 0.8929 -1.5849
N -1.4376 -0.2221 -1.9332
N -0.4172 -1.1885 -0.0533
C 4.0647 0.5174 -8.5441
C 2.0102 -1.0920 -0.2544
C -1.3283 2.3716 -2.5315
C -1.1552 0.8763 -2.8902
C -7.0020 -1.4585 0.1348
C -5.7717 -0.5542 0.2581
C 0.8256 -1.6039 0.6279
C 6.5221 -0.4473 6.7267
C 1.2007 -0.5486 -1.5234
C -7.5885 -0.2808 2.1874
C -1.9431 -2.8133 -2.3518
C -9.3146 1.0770 7.7441
C -8.1588 -0.7558 0.8544
C 0.1460 -2.9294 3.2131
C 5.1587 0.2023 6.4676
C 8.1897 0.9802 -1.1231
C -8.9217 2.2833 6.8845
C 6.3110 -0.9326 4.3475
C -0.3172 -0.6429 -1.2264
C -2.2303 -1.3056 -2.5210
C 1.7505 0.6753 -7.7938
C 6.3915 -0.0712 -2.4474
C 1.6195 1.4043 -9.1353
C 3.2024 0.8300 -7.3268
C 7.7704 2.1628 -1.9897
C 7.8147 -0.2758 -1.9191
C -10.7302 0.7061 7.3159
C 7.2935 -0.4384 5.4036
C -9.3130 1.9634 5.4382
H 6.1367 -2.0051 4.4427
H -4.8506 -1.1269 0.3262
H 6.3811 -1.4790 7.0588
H 8.4423 2.2869 -2.8395
H -2.3994 2.6684 -2.6445
H -0.9121 -3.0854 -2.6645
H 7.6385 0.9964 -0.1785
H -8.4954 0.1007 0.2646
H 1.0458 1.0711 -7.0609
H -9.4672 3.1664 7.2264
H 1.5888 0.5998 -4.0483
H -9.0096 -1.4209 0.9985
H 2.6884 -0.3181 0.1648
H 0.8240 -2.7181 0.5256
H 8.1819 -1.0681 5.4486
H 1.5225 -0.3856 -7.9273
H -11.4559 1.4310 7.6863
H 2.2510 -3.3247 -3.5018
H 8.5050 -0.3965 -2.7576
H 5.0868 0.8798 -8.4519
H -7.8573 2.5059 6.9633
H 5.1929 1.2804 6.6229
H -6.8039 -2.4191 0.6179
H 2.8406 -0.3604 2.8303
H 7.0640 0.0778 7.5132
H -2.6280 -3.3395 -3.0524
H -7.2379 -1.6610 -0.9102
H -0.0469 -3.6271 2.3620
H 3.4319 0.1666 -6.4928
H -11.0201 -0.3003 7.6121
H 1.3467 2.4502 -8.9978
H 3.3773 1.8584 -6.9989
H -2.1979 -3.1963 -1.3416
H 1.3883 1.3044 -0.6739
H 4.0630 -0.5510 -8.7639
H 4.3779 -0.2365 7.0856
H -0.8505 -2.6296 3.6030
H 6.2476 -0.5508 -3.4131
H 7.6905 3.0962 -1.4355
H -8.1934 0.4875 2.6644
H 0.9009 0.9172 -9.7916
H 7.6128 0.5806 5.1694
H 9.2546 1.0108 -0.8927
H 7.8830 -1.1763 -1.3081
H -5.7107 0.1520 -0.5698
H -9.6167 2.8564 4.8950
H 0.7590 -3.4014 4.0048
H -1.0262 2.6135 -1.4936
H -8.6337 0.2447 7.5458
H -7.4369 -1.1176 2.8705
H 2.6924 -1.9500 -0.4096
H 2.6163 0.9096 -1.7312
H -0.7555 2.9445 -3.2872
H -8.5042 1.4625 4.9068
H 6.6149 -0.6904 3.3304
H 5.6443 -0.4295 -1.7410
H -9.2660 1.3057 8.8088

Values from the calculation:
E_LUMO ... -0.1539 Eh
Spin multiplicity ... 1
Total charge ... +1



No. 3
C29H57F3N3O5 | ωB97M-V with the def2-TZVPD basis set

Positions of all 97 atoms, in Å:
F -0.3394 -4.9007 2.6141
F -1.1467 -3.7272 4.5298
F -2.1139 -3.2573 2.4012
O 2.1404 2.1262 5.1541
O 5.7226 -0.2669 1.3421
O 1.5862 -2.9468 3.3640
O 1.0001 3.8970 3.9874
O -1.0575 2.2032 3.1788
N -2.9034 4.8432 -3.8538
N 0.4796 0.2239 3.4686
N 1.7866 -5.3741 -0.9874
C -0.8190 -3.5649 3.0665
C -0.8712 1.1465 5.5743
C -2.2248 0.8993 1.2232
C -1.0188 1.3091 -1.2351
C -3.2988 5.9724 -3.0066
C -1.2635 2.6255 6.1790
C 2.7532 -6.0307 -0.1019
C 1.0700 2.4773 4.4337
C 1.0301 0.4506 2.0904
C 0.3896 -5.7566 -0.7794
C -1.4700 3.9647 6.6180
C -1.5482 1.9890 0.1603
C 2.6489 0.0252 2.0946
C -1.9237 5.1567 -4.8946
C -0.2274 -1.0715 3.6781
C 3.2114 -0.3643 0.5936
C -0.0790 -7.0818 -1.3723
C -4.2164 7.0251 -3.6175
C 0.3177 -2.3613 2.8150
C 3.0679 -7.4985 -0.3660
C 1.4061 -4.3374 -3.2342
C -2.2783 1.5098 2.7804
C -4.0287 3.9945 -4.2543
C -2.4294 5.8361 -6.1635
C -0.1898 1.4297 4.0718
C 2.2374 -5.2886 -2.3789
C -3.6040 2.6571 -4.8528
C 4.7102 0.3687 0.4809
C 6.0413 0.5563 2.5235
H -2.6378 6.8954 -6.0007
H -1.7446 -0.1658 1.1677
H -3.7973 5.5677 -2.1159
H 6.4591 1.6284 2.2695
H 4.6560 1.5126 0.8145
H -2.6828 0.7001 3.5186
H -3.6839 7.6615 -4.3285
H 2.1455 -3.2251 2.5794
H 6.9215 -0.0062 3.0993
H 3.2669 -4.9088 -2.3943
H 2.9152 -0.7494 2.9301
H -4.6933 4.5059 -4.9574
H -5.0837 6.5856 -4.1152
H 0.1645 -5.7537 0.2949
H -1.3987 -1.0556 3.5388
H 0.3899 -4.7122 -3.3895
H -1.7932 0.4192 5.4955
H -1.6577 5.7810 -6.9405
H -4.4842 2.0251 -5.0140
H 5.1711 0.6636 3.2985
H 3.6956 -5.4696 -0.1558
H 3.3013 -7.6938 -1.4150
H -0.6178 2.5567 0.6314
H 0.3422 -2.2118 1.6569
H -4.6321 3.7656 -3.3667
H -1.8057 0.5091 -1.5701
H 3.2206 1.0294 2.3965
H -3.1317 2.3441 2.7259
H -2.3999 6.4687 -2.6185
H 1.0467 1.6017 1.7730
H -1.1747 -7.1199 -1.3628
H -3.3716 0.8355 0.8983
H 3.9401 -7.7961 0.2202
H 1.8673 -4.2250 -4.2215
H 0.0121 0.6953 6.2268
H -0.2471 -4.9619 -1.1869
H 1.3465 -3.3442 -2.7779
H 2.2460 -8.1496 -0.0581
H -2.3472 2.8452 -0.0690
H -1.1173 5.7667 -4.4674
H -0.8488 2.1617 -2.0480
H 0.2712 -7.9343 -0.7870
H -2.9255 2.1206 -4.1820
H -3.1107 2.7828 -5.8213
H -4.5936 7.6817 -2.8304
H -0.0564 -1.3889 4.8175
H -3.3281 5.3605 -6.5661
H -1.5628 5.1145 6.8162
H 2.2625 -6.2717 -2.8591
H 3.4223 -1.5155 0.5117
H 2.4256 -5.9208 0.9400
H 0.4323 -0.0839 1.2155
H 2.4928 -0.0508 -0.2756
H 5.0943 0.4030 -0.6443
H -1.4256 4.2246 -5.1877
H 0.0571 0.8574 -1.0250
H 0.2401 -7.2151 -2.4098

Values from the calculation:
Energy above the lowest of the compared OMol25 structures with the same formula, charge and spin ... 259.19 kcal/mol
E_LUMO ... 0.0811 Eh
Spin multiplicity ... 1
Total charge ... -1



No. 4
C29H57Li2O10 | ωB97M-V with the def2-TZVPD basis set

Positions of all 98 atoms, in Å:
O -12.3848 -19.7572 11.0028
O -11.2858 -23.5505 8.4587
O -15.7788 -23.9622 10.8274
O -9.3607 -22.4950 14.5099
O -13.6926 -21.2897 11.9653
O -11.3649 -24.5198 10.9725
O -11.5547 -20.9774 12.6453
O -15.7634 -20.1279 10.4710
O -10.1723 -18.1299 9.8090
O -12.4108 -15.7031 12.6035
C -9.9503 -23.7241 16.3655
C -15.8887 -23.7932 12.2196
C -12.2368 -22.5033 8.5743
C -14.7032 -16.1047 12.0010
C -9.0227 -21.6320 15.6048
C -17.7819 -20.1606 9.2926
C -17.9725 -24.5221 11.2347
C -12.6296 -23.6426 6.5341
C -10.6145 -15.8775 9.1594
C -15.3622 -19.9485 9.1115
C -12.9297 -25.6922 12.3038
C -13.4140 -16.7224 12.5547
C -10.3450 -23.4334 14.9179
C -11.7087 -24.4631 7.4327
C -12.5118 -24.2992 11.8271
C -11.6306 -26.4813 12.2230
C -16.6392 -20.0755 8.2544
C -12.9674 -14.4870 12.0313
C -9.3218 -22.4303 16.8723
C -14.1495 -14.9211 11.2158
C -17.3462 -24.1933 12.5830
C -11.0281 -17.3553 8.9438
C -16.7496 -24.9219 10.4140
C -9.7112 -15.8836 10.4087
C -10.9991 -25.8997 10.9757
C -17.0674 -20.6538 10.5433
C -12.5153 -20.6455 11.8984
C -9.6951 -17.3191 10.8839
C -13.3129 -22.7108 7.5027
Li -9.5792 -21.6014 12.7991
Li -10.4725 -19.9243 10.3728
H -17.2956 -25.0474 13.2612
H -16.7466 -19.2233 7.5865
H -10.7786 -24.0429 16.9981
H -8.7474 -17.6847 11.2850
H -13.3230 -24.2809 5.9828
H -14.1831 -23.1670 7.9779
H -9.9520 -15.5263 8.3693
H -8.6937 -15.6434 10.1017
H -18.2372 -19.1744 9.4066
H -10.0740 -15.1519 11.1250
H -12.7407 -22.4199 9.5420
H -10.3982 -17.4477 11.7194
H -10.9831 -26.2551 13.0756
H -16.8217 -24.8168 9.3322
H -13.6027 -21.7492 7.0809
H -9.5428 -20.6687 15.5705
H -13.5464 -17.1160 13.5645
H -18.4696 -23.6778 10.7532
H -8.4483 -22.6377 17.4877
H -7.9791 -21.3169 15.5360
H -15.6959 -22.7728 12.5493
H -18.6129 -20.7817 8.9594
H -10.8441 -24.8126 6.8684
H -9.9279 -26.0861 10.8959
H -10.0360 -21.9407 17.5333
H -11.7114 -27.5625 12.1157
H -13.8413 -15.2908 10.2327
H -9.2794 -24.5849 16.3448
H -12.1908 -25.3424 7.8679
H -17.0030 -21.7492 10.4871
H -10.3836 -24.3436 14.3186
H -16.4501 -25.9557 10.6236
H -14.2494 -20.6988 11.4030
H -18.7477 -25.2883 11.2900
H -12.0443 -17.5332 9.3062
H -13.2917 -23.8334 11.2283
H -14.7655 -19.0409 9.0114
H -11.3498 -23.0068 14.8087
H -17.5603 -20.4614 11.4955
H -15.1905 -16.8317 11.3500
H -15.2193 -24.4222 12.8169
H -11.4310 -26.3752 10.0859
H -11.4737 -15.2145 9.2082
H -16.5846 -20.9787 7.6478
H -10.9693 -17.7169 7.9202
H -13.2213 -13.9175 12.9284
H -12.2293 -13.9524 11.4326
H -17.8810 -23.4369 13.1577
H -14.9148 -14.1757 10.9989
H -12.1270 -23.6889 12.6467
H -11.7369 -21.5364 8.4438
H -12.0468 -23.1172 5.7762
H -15.4024 -15.8566 12.7996
H -13.6267 -26.1014 11.5679
H -13.1328 -17.5340 11.8791
H -14.6363 -20.7393 8.8977
H -13.4209 -25.6855 13.2758

Values from the calculation:
Energy above the lowest of the compared OMol25 structures with the same formula, charge and spin ... 11.98 kcal/mol
E_LUMO ... -0.1327 Eh
Spin multiplicity ... 1
Total charge ... +1



no.,orbital gap (eV)
1,7.953
2,6.875
3,6.203
4,7.485